# 1
Entry from the OMol25 dataset: 2 unconnected molecules or ions with the total composition C8H11ClN4O2 at a distorted geometry (wB97M-V/def2-TZVPD).

```
! RIJCOSX wB97M-V def2-TZVPD def2/J DEFGRID3
* xyz 0 1
H -1.85587 0.40361 2.89573
N -1.41473 1.07133 2.30113
N -1.51271 0.51184 1.18594
C -1.01533 1.19058 -0.04706
N -0.43610 0.17648 -0.88203
C -0.87699 0.20239 -2.32079
C 1.12279 0.04573 -0.45221
C 1.45368 -0.93691 0.38260
C 2.77246 -0.90786 0.95291
C 3.60473 0.05575 0.44191
Cl 5.29186 0.16305 0.93993
C 3.28578 0.96471 -0.55020
C 1.99029 0.92630 -1.06631
H -1.81106 1.65545 -0.49513
H -0.34228 1.98978 0.21031
H -0.19295 -0.55222 -2.72576
H -1.91364 -0.12818 -2.33563
H -0.79235 1.13050 -2.84761
H 0.77119 -1.65892 0.88441
H 3.06206 -1.71866 1.68270
H 3.92049 1.64712 -1.09590
H 1.80362 1.54126 -1.92035
O -2.38157 -2.10693 2.86024
N -1.79807 -2.08646 1.82211
O -1.13405 -2.99133 1.31452
H -1.73980 -1.10974 1.18071
*
```

Gap between HOMO and LUMO (eV): 9.2
Energy relative to the best compared isomer or geometry (same formula, charge and spin) (kJ/mol): 314.56
SMILES: [H]/N=N/CN(C)c1ccc(Cl)cc1.O=[NH+][O-]
Largest force on an atom (eV Å⁻¹): 6.65
Lowest unoccupied orbital energy (eV): -0.11

# 2
Entry from the OMol25 dataset: a molecular structure, C37H30AsClCrN3O6P at a distorted geometry (wB97M-V/def2-TZVPD).

```
! RIJCOSX wB97M-V def2-TZVPD def2/J DEFGRID3
* xyz 0 5
Cr -2.95034 1.61277 -1.15482
O -6.09033 -1.99218 2.06403
C -5.53848 -1.10327 2.86680
O -5.64856 -1.15621 4.06452
C -4.78050 0.01392 2.21929
C -4.21634 1.08304 2.88407
Cl -4.25917 1.46019 4.53110
N -3.62614 1.88889 1.98109
N -3.78582 1.38609 0.74475
C -4.48154 0.27115 0.87356
C -4.73998 -0.45449 -0.43251
O -5.37416 -1.50082 -0.45124
O -4.20792 0.11265 -1.44585
C -3.04562 3.19130 2.16714
C -3.51524 4.23255 1.38506
C -2.96184 5.49291 1.52742
C -1.95702 5.71095 2.46022
C -1.50720 4.66186 3.25125
C -2.04643 3.39337 3.10515
H -5.94585 -1.78870 1.09977
H -4.31301 4.05596 0.67655
H -3.32114 6.30849 0.91187
H -1.52152 6.69690 2.56547
H -0.72639 4.82601 3.98423
H -1.68929 2.56987 3.70900
C 0.74700 0.57537 -1.90572
C 1.88314 -0.25175 -1.29986
As 3.65801 0.63209 -1.41876
C 4.19293 0.32105 0.43562
C 4.71641 1.38218 1.16738
C 5.05321 1.22050 2.50940
C 4.86842 -0.00843 3.12714
C 4.34940 -1.07830 2.40197
C 4.01594 -0.91451 1.06414
C 4.61538 -0.84905 -2.26689
C 4.13306 -1.33973 -3.48059
C 4.78494 -2.37498 -4.13849
C 5.93767 -2.92739 -3.59124
C 6.43508 -2.43151 -2.39355
C 5.77901 -1.39546 -1.73562
P -0.97538 -0.00949 -1.54825
C -0.86351 -0.42392 0.24345
C -1.17281 -1.66735 0.78708
C -1.06896 -1.88533 2.15860
C -0.62440 -0.87361 2.99741
C -0.30928 0.37180 2.46246
C -0.45324 0.60393 1.10227
C -1.09691 -1.61377 -2.40613
C -2.23769 -2.40382 -2.23190
C -2.37609 -3.61008 -2.90428
C -1.38851 -4.03711 -3.78090
C -0.26878 -3.24495 -3.98853
C -0.12536 -2.04219 -3.30873
H 0.83060 0.64227 -2.99128
H 0.78614 1.60505 -1.55188
H 1.95697 -1.23546 -1.75467
H 1.71587 -0.39755 -0.23990
H 4.85732 2.34466 0.68882
H 5.46049 2.05477 3.06905
H 5.12847 -0.13626 4.17265
H 4.20616 -2.04161 2.87906
H 3.62100 -1.75681 0.50587
H 3.24311 -0.90293 -3.92628
H 4.39685 -2.74654 -5.08033
H 6.44588 -3.73981 -4.09813
H 7.33817 -2.85151 -1.96634
H 6.17580 -1.02084 -0.80035
H -1.48267 -2.48205 0.14447
H -1.32429 -2.85892 2.56727
H -0.51948 -1.05547 4.06154
H 0.05523 1.16747 3.10520
H -0.23121 1.59031 0.70525
H -3.04255 -2.06917 -1.59390
H -3.27058 -4.20297 -2.75314
H -1.49590 -4.97840 -4.30980
H 0.50032 -3.55994 -4.68396
H 0.75308 -1.43929 -3.50504
O -1.73452 3.18133 -1.06834
N -1.75786 3.44666 -2.31132
O -2.57129 2.74561 -2.90992
*
```

Gap between HOMO and LUMO (alpha / beta) (eV): 8.0 / 8.6
Energy relative to the best compared isomer or geometry (same formula, charge and spin) (kJ/mol): 0.00
Largest force on an atom (eV Å⁻¹): 1.02
Expectation value of S²: 6.014
Lowest unoccupied orbital energy (alpha / beta) (eV): 0.07 / -0.10

# 3
Entry from the OMol25 dataset: a single C4H10S2 molecule at a distorted geometry (wB97M-V/def2-TZVPD).

```
! RIJCOSX wB97M-V def2-TZVPD def2/J DEFGRID3
* xyz 0 1
C 1.16549 -0.02340 -1.33800
C -0.07820 0.29733 -0.73259
S -0.03693 2.04179 0.09249
C -0.50155 -0.72021 0.30688
C 0.11889 -0.78381 1.62636
S -2.34573 -0.31624 0.68489
H 1.31468 -1.20445 -1.36222
H 1.45230 0.42862 -2.37920
H 1.99363 0.20827 -0.62522
H -0.93573 0.48395 -1.47877
H -0.56995 2.79647 -0.94424
H -0.62835 -1.72880 -0.22471
H -0.19068 -1.68609 2.18891
H 0.02489 0.11434 2.16130
H 1.14198 -1.08781 1.52175
H -1.92474 1.18004 0.50237
*
```

Gap between HOMO and LUMO (eV): 9.2
Energy relative to the best compared isomer or geometry (same formula, charge and spin) (kJ/mol): 193.04
SMILES: C[C@H](S)[C@@H](C)S
Largest force on an atom (eV Å⁻¹): 5.74
Lowest unoccupied orbital energy (eV): 0.56

# 4
Entry from the OMol25 dataset: a molecular structure, C10H13NO2 at a distorted geometry (wB97M-V/def2-TZVPD).

```
! RIJCOSX wB97M-V def2-TZVPD def2/J DEFGRID3
* xyz 0 1
C -2.44824 -0.26368 1.63771
C -3.17972 -0.28896 0.21200
C -2.53505 0.84561 -0.55036
C -0.97493 0.74339 -0.64139
C -0.22931 1.93766 -0.26503
C 1.15985 1.73054 0.07376
C 1.96577 0.62923 0.20983
C 3.65719 -0.94785 0.09012
C 1.33025 -0.47498 -0.37891
C -0.12055 -0.49780 -0.50359
H -1.70774 -1.44316 1.54415
H -3.37464 -0.71193 2.37983
H -1.94532 0.78287 2.28756
H -4.35169 0.05262 0.60385
H -4.08359 -2.24700 -0.51917
H -2.98855 -1.00343 -1.68682
H -2.90427 1.05122 -1.67642
H -2.58941 1.82172 -0.11570
H -0.77962 3.03634 -0.15573
H 1.72197 2.65064 0.07151
H 4.37332 -1.92667 0.86870
H 4.37209 -0.57247 -0.95938
H -0.21753 -1.68427 -0.82071
N -3.03136 -1.59373 -0.46695
O 3.24771 0.34663 0.49611
O 2.24516 -1.48781 -0.22834
*
```

Gap between HOMO and LUMO (eV): 8.7
Energy relative to the best compared isomer or geometry (same formula, charge and spin) (kJ/mol): 1212.51
Largest force on an atom (eV Å⁻¹): 6.07
Lowest unoccupied orbital energy (eV): 0.63